Entry 1:
{"formula": "C3H9NO4", "method": "ωB97M-V/def2-TZVPD", "elements": ["O", "C", "O", "N", "C", "C", "O", "H", "H", "H", "H", "H", "H", "H", "O", "H", "H"], "coordinates": [[2.33, 0.89, -0.82], [1.73, -0.04, -0.34], [2.10, -1.28, -0.68], [0.56, 0.04, 0.40], [-0.36, -1.08, 0.47], [-1.91, -0.89, 0.56], [-2.51, -0.91, -0.80], [1.86, -1.87, 0.07], [0.11, 0.86, 0.70], [-0.07, -1.78, 1.27], [-0.36, -1.62, -0.54], [-2.36, -1.81, 0.95], [-2.11, 0.07, 1.03], [-2.43, -0.04, -1.26], [-1.11, 2.71, 0.99], [-0.32, 3.30, 1.11], [-1.48, 3.25, 0.31]], "total_charge": 0, "multiplicity": 1, "smiles": "O=C(O)NCCO.O"}


Entry 2:
{"formula": "C12H26NO9Sr", "method": "ωB97M-V/def2-TZVPD", "elements": ["Sr", "C", "C", "O", "O", "H", "H", "H", "C", "C", "O", "O", "H", "H", "H", "C", "C", "O", "O", "H", "H", "H", "C", "O", "C", "C", "N", "C", "C", "O", "C", "H", "H", "H", "H", "H", "H", "H", "H", "H", "H", "H", "H", "H", "H", "H", "O", "H", "H"], "coordinates": [[-0.53, 0.10, -0.37], [2.94, 0.88, -3.06], [1.49, 0.68, -2.58], [1.00, -0.46, -2.67], [0.80, 1.50, -1.98], [2.90, 1.31, -4.06], [3.57, 0.00, -3.12], [3.46, 1.59, -2.42], [-1.74, -4.44, -2.03], [-2.07, -2.97, -1.68], [-1.40, -2.28, -0.87], [-3.04, -2.44, -2.30], [-2.59, -5.06, -1.77], [-0.87, -4.76, -1.47], [-1.68, -4.49, -3.12], [-3.65, -0.18, 3.11], [-2.72, -0.14, 1.95], [-3.09, 0.19, 0.73], [-1.53, -0.45, 2.10], [-3.05, -0.04, 4.01], [-4.25, -1.09, 3.17], [-4.32, 0.67, 3.09], [-1.13, 3.75, -0.07], [-0.49, 2.61, 0.48], [0.47, 2.97, 1.44], [1.07, 1.81, 2.23], [1.56, 0.73, 1.37], [1.83, -0.42, 2.24], [2.44, -1.44, 1.21], [1.49, -1.81, 0.22], [1.95, -2.66, -0.76], [-0.39, 4.22, -0.73], [-1.41, 4.47, 0.70], [-1.99, 3.62, -0.73], [0.04, 3.60, 2.22], [1.25, 3.55, 0.95], [0.36, 1.39, 2.95], [1.90, 2.15, 2.85], [2.41, 1.10, 0.97], [0.90, -0.85, 2.62], [2.44, -0.24, 3.12], [2.71, -2.31, 1.80], [3.35, -1.09, 0.71], [1.14, -3.02, -1.40], [2.51, -3.52, -0.39], [2.68, -2.14, -1.38], [-2.21, 1.47, -2.24], [-3.01, 2.00, -2.34], [-1.55, 1.94, -2.74]], "total_charge": 0, "multiplicity": 2}


Entry 3:
{"formula": "C6H6BrClN2", "method": "ωB97M-V/def2-TZVPD", "elements": ["C", "C", "C", "C", "C", "C", "N", "N", "Cl", "Br", "H", "H", "H", "H", "H", "H"], "coordinates": [[1.60, -0.33, 0.52], [1.24, 0.21, -0.67], [0.69, -0.99, 1.30], [-0.07, 0.29, -1.04], [-0.66, -1.05, 0.91], [-1.05, -0.28, -0.22], [-3.12, 2.09, -0.41], [-2.28, -0.48, -0.91], [-4.20, 1.49, 0.66], [-3.74, -1.26, -0.22], [2.61, -0.32, 1.01], [2.01, 0.56, -1.37], [1.16, -1.51, 2.18], [-0.46, 0.71, -2.01], [-1.41, -1.74, 1.41], [-3.79, 2.50, -1.14]], "total_charge": 0, "multiplicity": 1}


Entry 4:
{"formula": "C3H10NOPS", "method": "ωB97M-V/def2-TZVPD", "elements": ["C", "C", "P", "N", "O", "S", "C", "H", "H", "H", "H", "H", "H", "H", "H", "H", "H"], "coordinates": [[-2.32, 0.30, 0.11], [-1.02, 0.99, -0.37], [0.45, -0.37, -0.02], [0.40, -1.58, -1.18], [0.41, -0.86, 1.36], [2.13, 0.60, -0.63], [3.19, 0.15, 0.79], [-2.33, 0.13, 1.26], [-3.26, 0.99, 0.01], [-2.41, -0.61, -0.25], [-0.81, 1.75, 0.24], [-1.17, 1.29, -1.45], [0.98, -1.44, -2.01], [-0.08, -2.38, -0.94], [2.77, -0.83, 1.26], [2.94, 1.00, 1.62], [4.22, 0.28, 0.32]], "total_charge": 0, "multiplicity": 1, "smiles": "CC[P@](N)(=O)SC"}


The evaluated DFT total energy for the records listed, in turn: -475.407920, -1235.527641, -3375.753473, -989.842978 Ha.